ORCA calculation (wB97M-V/def2-TZVPD) on a 2-piece molecular cluster, C6H12O3 overall.

The value obtained for the HOMO-LUMO gap is 8.70 eV. Its spin multiplicity is 1. The calculation puts the LUMO energy at 0.75 eV. As for the SMILES: C/C(O)=C\O.CC(C)=O.

Each line ends with the natural charge from an NBO analysis.
Element x y z (Å)
C 0.42377 2.08181 -0.82912  -0.66
C 0.50166 1.39308 0.49932  0.21
C -0.53033 1.32175 1.36509  0.05
O 1.79364 1.13076 0.92143  -0.69
O -1.81312 1.61543 1.01948  -0.69
H 1.75109 0.71004 1.79794  0.48
H -2.40290 1.09775 1.59847  0.49
H -0.44447 0.90806 2.36241  0.16
H 0.91270 3.05952 -0.78831  0.23
H -0.60840 2.23302 -1.15827  0.24
H 0.92934 1.47538 -1.58713  0.21
C 1.06732 -2.11348 -0.02908  -0.72
C -0.99737 -1.28711 -1.29693  -0.73
C -0.33232 -1.55383 0.03104  0.61
O -1.00705 -1.66322 1.07015  -0.58
H -1.81789 -0.57849 -1.16004  0.24
H -0.27538 -0.86186 -1.99927  0.22
H 1.03523 -3.14836 -0.37693  0.24
H 1.68340 -1.50980 -0.70059  0.23
H 1.51181 -2.08734 0.96937  0.23
H -1.38071 -2.22311 -1.70903  0.24

***

ORCA calculation (wB97M-V/def2-TZVPD) on C29H32N4O6Tl as an isolated structure.

The value obtained for the HOMO-LUMO gap is 7.65 eV. Its spin multiplicity is 1. The calculation puts the LUMO energy at -3.74 eV. As for the net charge: +1.

Each line ends with the Löwdin charge.
Element x y z (Å)
Tl -0.92684 0.07730 1.19628  1.05
C -5.05539 -0.91016 -1.22065  -0.01
C -3.82298 -0.04740 -1.20508  -0.43
O -3.42241 0.46675 -0.18503  -0.05
C -3.18462 0.12770 -2.55229  0.05
C -1.94371 0.47430 -2.90334  -0.26
C -1.51866 0.55456 -4.33867  -0.04
N -0.95488 0.80441 -1.89082  0.10
N 0.18955 0.80572 -2.35850  0.11
C 1.23913 1.13256 -1.41820  -0.37
O 1.35045 0.55706 -0.36073  0.00
C 2.18765 2.14395 -1.91789  -0.15
C 2.22054 2.51791 -3.26101  -0.02
C 3.13827 3.46560 -3.68559  -0.06
C 4.01179 4.04021 -2.77328  -0.06
C 3.97507 3.67275 -1.43187  -0.06
C 3.06745 2.72286 -1.00258  -0.01
H -5.40094 -1.08114 -0.20551  0.09
H -4.85184 -1.86131 -1.71730  0.10
H -5.84107 -0.41248 -1.79498  0.10
H -3.84133 -0.12583 -3.37758  0.12
H -2.35439 0.32026 -4.99210  0.09
H -0.70279 -0.13858 -4.53987  0.08
H -1.15476 1.55722 -4.57100  0.09
H 1.54849 2.05377 -3.96884  0.11
H 3.17571 3.75171 -4.72785  0.11
H 4.73036 4.77640 -3.10909  0.11
H 4.65672 4.12794 -0.72616  0.11
H 3.02327 2.41967 0.03523  0.12
C -1.18188 3.98494 0.85875  -0.08
O -1.50178 2.85191 1.64487  -0.31
C -2.03648 3.20158 2.91027  -0.20
C -2.59267 1.97266 3.57062  -0.22
O -1.51919 1.10117 3.88770  -0.31
C -1.95959 -0.07901 4.53728  -0.11
H -2.06486 4.61069 0.70177  0.10
H -0.82788 3.62283 -0.10469  0.08
H -0.39830 4.58653 1.33012  0.10
H -2.84015 3.93665 2.78880  0.14
H -1.25636 3.64675 3.53973  0.14
H -3.29806 1.47352 2.89291  0.13
H -3.13150 2.25964 4.48065  0.14
H -2.68017 -0.62584 3.91804  0.09
H -2.43020 0.15723 5.49548  0.10
H -1.08505 -0.70327 4.70974  0.09
O 0.14457 -7.13009 -3.23604  0.13
C -0.18752 -5.82699 -3.32173  -0.47
O -0.73083 -5.41412 -4.30538  0.13
C 0.14058 -4.93538 -2.15592  -0.12
C 0.73656 -5.36622 -0.97587  -0.01
C 1.01013 -4.47404 0.05012  -0.01
C 0.68670 -3.13047 -0.09792  -0.26
C 0.06278 -2.70206 -1.26653  -0.01
C -0.19643 -3.59163 -2.28929  0.01
N 0.91921 -2.15256 0.89910  0.05
C 1.98543 -2.17682 1.57689  -0.07
C 2.26236 -1.16397 2.62415  -0.25
C 3.39618 -1.28896 3.40991  -0.01
C 3.66713 -0.30768 4.35300  -0.04
C 2.80134 0.76365 4.46355  -0.03
C 1.68369 0.80283 3.63641  -0.11
N 1.41085 -0.13837 2.74047  0.06
H 0.58382 -7.32984 -2.40278  0.09
H 0.99226 -6.40656 -0.81202  0.11
H 1.44255 -4.83535 0.97424  0.12
H -0.19586 -1.65479 -1.36848  0.07
H -0.66745 -3.27147 -3.20890  0.12
H 2.77693 -2.91231 1.40214  0.14
H 4.05648 -2.13680 3.28081  0.12
H 4.54129 -0.38084 4.98598  0.12
H 2.97650 1.55636 5.17727  0.11
H 0.96708 1.61280 3.70907  0.11

***

ORCA calculation (wB97M-V/def2-TZVPD) on a 2-piece molecular cluster, C29H58N2O6P2S3 overall.

The value obtained for the HOMO-LUMO gap is 7.76 eV. Its spin multiplicity is 1. The calculation puts the LUMO energy at -0.41 eV. As for the SMILES: CCCCN(CCCC[C@]1(P(C)O)OS(=O)(=O)[C@H]([C@@H](C)CC)[C@@H](C[C@@H](C)O)[C@@H]1P(C)O)C(=S)SCCC.CCCC#N.

Each line ends with the Löwdin charge.
Element x y z (Å)
C 5.10985 4.11060 0.32490  -0.14
C 5.46027 2.48007 0.45510  -0.25
C 4.18776 1.82440 1.26399  -0.21
C 3.95583 0.22669 1.02648  -0.22
N 3.51417 -0.19352 -0.34604  -0.22
C 2.91958 0.91533 -1.17438  -0.22
C 2.06483 0.32571 -2.48662  -0.22
C 1.38239 1.50002 -3.39958  -0.22
C -0.04462 2.09249 -2.87842  -0.18
C -1.34353 1.10154 -2.95275  -0.55
P -1.17038 -0.03895 -4.53375  0.97
C -2.89013 -0.88165 -4.89911  -0.27
O -0.02709 -1.32032 -4.27484  -0.36
O -2.46714 1.99474 -3.39259  -0.31
S -3.33657 2.62929 -2.09653  0.84
O -2.56160 3.44097 -1.05423  -0.34
O -4.41754 3.60411 -2.70709  -0.37
C -4.23874 1.09583 -1.39630  -0.25
C -5.21533 1.60161 -0.23843  -0.30
C -6.80135 1.29933 -0.68364  -0.10
C -5.05629 1.09414 1.28046  -0.22
C -6.47077 1.13068 2.17407  -0.13
C -3.16961 -0.07553 -1.17202  -0.24
C -3.83623 -1.51417 -1.70792  -0.10
C -4.45293 -2.44865 -0.51083  -0.36
C -3.34632 -2.96027 0.60468  -0.08
O -5.69938 -1.89887 0.10558  -0.13
C -1.63702 0.14293 -1.69974  -0.35
P -0.48660 0.40471 -0.14744  0.96
C -1.25205 1.53748 1.15526  -0.29
O -0.46083 -1.20459 0.60026  -0.37
C 4.52962 -1.02661 -1.08828  -0.95
S 6.14749 -0.62515 -1.41522  0.62
S 3.93791 -2.71993 -1.74448  0.77
C 3.06923 -3.66809 -0.38318  -0.48
C 3.76035 -5.18650 -0.35278  -0.31
C 5.30489 -5.11688 0.25022  -0.16
H 6.13560 4.66812 0.44808  0.07
H 4.33287 4.45982 1.12774  0.07
H 4.71923 4.34660 -0.76578  0.08
H 6.43303 2.28520 1.09619  0.12
H 5.59663 2.10256 -0.64299  0.06
H 3.21387 2.49521 1.10124  0.10
H 4.44427 1.95760 2.42290  0.11
H 5.00502 -0.30367 1.22742  0.12
H 3.21057 -0.28206 1.80752  0.09
H 3.71668 1.65604 -1.65072  0.12
H 2.11961 1.57777 -0.58590  0.10
H 1.32880 -0.55079 -2.17929  0.09
H 2.88403 -0.19749 -3.18022  0.11
H 2.14566 2.41961 -3.33637  0.12
H 1.40805 1.20916 -4.55778  0.11
H -0.27861 2.99957 -3.62353  0.14
H 0.09646 2.64241 -1.82791  0.12
H -3.68361 -0.28178 -4.23889  0.04
H -3.22640 -0.70698 -6.01779  0.06
H -2.89162 -2.00988 -4.57077  0.05
H -0.56435 -2.13896 -4.03372  0.06
H -4.93173 0.78295 -2.32000  0.14
H -5.16222 2.79558 -0.21262  0.15
H -7.52935 2.11777 -0.20831  0.09
H -6.96872 1.37643 -1.84429  0.09
H -7.15236 0.21378 -0.37175  0.08
H -4.60928 0.03296 1.46222  0.10
H -4.33946 1.85963 1.85174  0.11
H -6.17393 1.07310 3.32222  0.08
H -7.07175 2.13089 1.96937  0.08
H -7.09000 0.16075 1.90457  0.08
H -3.03631 -0.26898 0.00023  0.11
H -4.69873 -1.35995 -2.48883  0.12
H -3.03551 -2.19818 -2.26616  0.12
H -4.81953 -3.44972 -1.05144  0.15
H -2.34220 -3.34874 0.10523  0.10
H -3.04203 -2.05248 1.28189  0.07
H -3.82384 -3.76851 1.31081  0.09
H -6.28634 -2.68203 0.37731  0.12
H -1.28554 -0.94971 -2.04270  0.10
H -1.03834 1.11372 2.22466  0.06
H -0.69623 2.59174 1.08180  0.07
H -2.37602 1.74991 0.91734  0.01
H 0.45883 -1.39729 0.95275  0.05
H 1.92350 -3.80551 -0.58787  0.08
H 3.25907 -3.08518 0.63790  0.09
H 3.12262 -5.88753 0.33847  0.10
H 3.84320 -5.66702 -1.42452  0.10
H 5.23611 -4.51738 1.26777  0.08
H 5.73890 -6.18836 0.49094  0.08
H 5.97149 -4.56149 -0.56270  0.07
C 4.00407 1.45888 5.61878  -0.12
C 2.53872 1.05073 5.50439  -0.27
C 2.32032 -0.44835 5.71840  -0.19
C 3.08649 -1.23424 4.66684  -0.15
N 3.72219 -1.88617 3.79452  0.11
H 4.61877 0.97830 4.85108  0.06
H 4.10851 2.54065 5.48746  0.08
H 4.40967 1.19373 6.60183  0.08
H 2.16527 1.34367 4.51549  0.11
H 1.95583 1.60706 6.24654  0.11
H 1.25445 -0.68755 5.64015  0.11
H 2.66345 -0.74896 6.71427  0.12

***

Number 1: maximum force 3.33 eV/Å, HOMO level -0.29228 hartree. Number 2: maximum force 0.42 eV/Å, HOMO level -0.41859 hartree. Number 3: maximum force 10.01 eV/Å, HOMO level -0.30023 hartree.